Here is C32H84F2HgN5O20S2 as an isolated structure from the OMol25 dataset. Energies are from ωB97M-V/def2-TZVPD.

Values from the calculation:
* total energy: -114210.169 eV
* total charge: +1

Atoms and positions in Å:
1 Hg -1.212 1.107 -2.590
2 N -0.443 0.139 -0.673
3 S -0.740 -1.123 0.284
4 O -2.029 -1.029 0.890
5 O 0.361 -1.697 0.933
6 F -1.015 -2.127 -0.922
7 S 0.243 1.203 0.487
8 O 1.604 1.057 0.836
9 O -0.707 1.850 1.311
10 F 0.431 2.318 -0.710
11 C -2.484 -5.394 -2.078
12 C -1.588 -5.387 -0.899
13 O -1.665 -6.715 -0.322
14 O -3.881 -5.572 -1.735
15 H -2.327 -6.137 -2.871
16 H -2.464 -4.461 -2.654
17 H -1.955 -4.722 -0.112
18 H -0.533 -5.191 -1.095
19 H -0.808 -7.007 -0.010
20 H -3.935 -6.428 -1.291
21 C 5.022 1.963 2.008
22 C 5.338 1.996 0.530
23 O 4.301 1.332 -0.211
24 O 4.996 0.622 2.522
25 H 4.054 2.428 2.239
26 H 5.771 2.499 2.592
27 H 6.280 1.488 0.340
28 H 5.341 3.040 0.202
29 H 3.526 1.201 0.336
30 H 4.230 0.205 2.110
31 C 3.303 -5.415 1.932
32 C 2.217 -4.438 1.539
33 O 2.360 -4.139 0.166
34 O 4.533 -4.769 1.512
35 H 3.218 -6.303 1.296
36 H 3.431 -5.680 2.981
37 H 2.194 -3.550 2.172
38 H 1.275 -4.987 1.603
39 H 3.224 -3.710 0.049
40 H 5.290 -5.309 1.753
41 C 2.714 1.161 -4.810
42 C 2.400 1.571 -3.398
43 O 1.179 0.947 -2.922
44 O 2.568 -0.231 -4.905
45 H 3.755 1.444 -5.005
46 H 2.077 1.754 -5.483
47 H 2.508 2.638 -3.179
48 H 3.191 1.246 -2.707
49 H 1.433 0.186 -2.385
50 H 2.917 -0.527 -5.751
51 C -0.238 3.929 -3.999
52 O -1.038 3.306 -2.998
53 C -2.040 4.150 -2.447
54 C -2.710 3.408 -1.298
55 N -3.228 2.119 -1.793
56 C -3.613 1.174 -0.743
57 C -3.981 -0.135 -1.393
58 O -2.921 -0.526 -2.255
59 C -3.183 -1.683 -3.015
60 H 0.350 4.702 -3.500
61 H -0.893 4.473 -4.689
62 H 0.357 3.220 -4.560
63 H -2.749 4.402 -3.252
64 H -1.644 5.107 -2.125
65 H -3.508 4.059 -0.931
66 H -1.936 3.272 -0.542
67 H -4.046 2.278 -2.378
68 H -4.501 1.465 -0.163
69 H -2.829 1.104 0.008
70 H -4.819 0.064 -2.080
71 H -4.278 -0.888 -0.665
72 H -4.058 -1.487 -3.649
73 H -3.502 -2.489 -2.350
74 H -2.380 -2.029 -3.654
75 C -5.087 -1.382 2.692
76 O -6.447 -1.049 2.543
77 C -7.011 -1.519 1.344
78 C -8.482 -1.072 1.344
79 N -9.290 -1.573 2.462
80 C -9.302 -3.025 2.505
81 C -10.459 -3.519 3.381
82 O -10.703 -4.892 3.220
83 C -11.652 -5.253 2.258
84 H -4.646 -0.895 3.566
85 H -4.456 -0.913 1.909
86 H -4.905 -2.458 2.732
87 H -6.991 -2.588 1.103
88 H -6.477 -0.921 0.587
89 H -8.970 -1.294 0.387
90 H -8.420 0.024 1.291
91 H -8.737 -1.211 3.241
92 H -8.373 -3.453 2.900
93 H -9.428 -3.437 1.497
94 H -11.308 -2.837 3.297
95 H -10.071 -3.507 4.406
96 H -12.149 -6.145 2.641
97 H -11.193 -5.470 1.292
98 H -12.437 -4.494 2.189
99 C 3.523 -1.486 -1.238
100 O 4.466 -2.424 -0.780
101 C 5.706 -1.851 -0.368
102 C 6.648 -3.016 -0.175
103 N 7.999 -2.520 0.013
104 C 8.829 -3.266 0.958
105 C 10.288 -2.920 0.789
106 O 10.627 -1.682 1.388
107 C 10.422 -0.542 0.606
108 H 3.961 -0.827 -1.988
109 H 3.188 -0.992 -0.317
110 H 2.655 -1.991 -1.668
111 H 5.482 -1.355 0.584
112 H 6.102 -1.155 -1.115
113 H 6.486 -3.691 -1.023
114 H 6.404 -3.620 0.710
115 H 8.052 -1.542 0.253
116 H 8.673 -4.332 0.797
117 H 8.575 -2.973 1.986
118 H 10.656 -2.979 -0.241
119 H 10.897 -3.653 1.330
120 H 9.998 -0.815 -0.362
121 H 11.359 -0.007 0.424
122 H 9.785 0.158 1.155
123 C 0.433 8.775 -2.599
124 O 0.777 7.877 -1.542
125 C -0.040 8.045 -0.404
126 C 0.531 7.222 0.713
127 N 0.373 5.759 0.537
128 C 1.173 5.042 1.550
129 C 0.326 4.570 2.712
130 O 0.920 3.429 3.313
131 C 0.139 2.938 4.373
132 H 1.019 8.419 -3.447
133 H 0.681 9.799 -2.326
134 H -0.616 8.631 -2.890
135 H -1.089 7.889 -0.674
136 H 0.031 9.094 -0.080
137 H 0.138 7.591 1.661
138 H 1.617 7.404 0.724
139 H 0.677 5.551 -0.406
140 H 1.952 5.723 1.918
141 H 1.712 4.225 1.065
142 H -0.704 4.344 2.421
143 H 0.342 5.366 3.469
144 H -0.716 2.369 3.971
145 H -0.295 3.712 5.018
146 H 0.713 2.246 4.986


Here is C32H84N4O10 as an isolated structure from the OMol25 dataset. Energies are from ωB97M-V/def2-TZVPD.

Values from the calculation:
* total energy: -60948.745 eV
* total charge: 0

Atoms and positions in Å:
1 C -7.330 -20.313 -9.929
2 C -8.277 -21.188 -9.065
3 C -9.726 -21.126 -9.528
4 O -8.020 -22.607 -9.060
5 H -7.393 -19.227 -9.859
6 H -7.257 -20.575 -10.985
7 H -6.349 -20.650 -9.593
8 H -8.234 -20.868 -8.024
9 H -9.927 -21.694 -10.437
10 H -9.906 -20.095 -9.834
11 H -10.330 -21.420 -8.670
12 H -8.694 -22.874 -8.431
13 C -3.108 -21.142 -14.961
14 C -1.583 -21.501 -14.677
15 C -0.878 -20.454 -13.895
16 O -1.662 -22.677 -13.859
17 H -3.738 -21.080 -14.074
18 H -3.599 -21.791 -15.686
19 H -3.003 -20.164 -15.432
20 H -1.164 -21.578 -15.681
21 H -0.734 -19.563 -14.505
22 H 0.054 -20.808 -13.453
23 H -1.534 -20.009 -13.146
24 H -2.386 -23.234 -14.154
25 C -5.820 -19.681 -13.273
26 C -4.851 -19.113 -12.296
27 C -3.352 -19.551 -12.429
28 O -5.005 -17.752 -12.444
29 H -5.622 -19.404 -14.308
30 H -6.854 -19.356 -13.155
31 H -5.841 -20.768 -13.203
32 H -5.190 -19.366 -11.291
33 H -2.651 -18.960 -11.839
34 H -3.020 -19.486 -13.465
35 H -3.245 -20.604 -12.169
36 H -4.592 -17.304 -11.703
37 C -5.447 -22.651 -6.109
38 C -5.702 -21.420 -7.050
39 C -5.241 -20.118 -6.383
40 O -4.991 -21.704 -8.225
41 H -4.372 -22.686 -5.934
42 H -5.753 -23.536 -6.666
43 H -6.032 -22.777 -5.198
44 H -6.761 -21.308 -7.283
45 H -4.157 -20.028 -6.323
46 H -5.529 -19.938 -5.347
47 H -5.544 -19.230 -6.938
48 H -5.333 -22.492 -8.654
49 C -6.346 -17.325 -9.616
50 O -6.531 -16.154 -8.725
51 C -5.470 -15.879 -7.841
52 C -4.101 -15.665 -8.548
53 N -3.398 -16.841 -8.907
54 C -2.269 -16.565 -9.804
55 C -1.114 -15.817 -9.129
56 O 0.092 -15.711 -9.860
57 C -0.080 -15.049 -11.121
58 H -5.997 -17.037 -10.608
59 H -7.284 -17.878 -9.672
60 H -5.614 -18.031 -9.225
61 H -5.468 -16.754 -7.191
62 H -5.662 -15.047 -7.164
63 H -3.400 -15.042 -7.993
64 H -4.313 -15.203 -9.512
65 H -4.101 -17.333 -9.440
66 H -2.573 -16.126 -10.755
67 H -1.754 -17.491 -10.060
68 H -0.744 -16.195 -8.176
69 H -1.251 -14.756 -8.917
70 H -0.456 -15.700 -11.910
71 H 0.825 -14.568 -11.490
72 H -0.695 -14.149 -11.109
73 C 1.117 -23.789 -6.119
74 O -0.157 -23.954 -5.509
75 C -0.343 -23.481 -4.176
76 C -0.351 -21.903 -4.075
77 N -1.344 -21.249 -4.842
78 C -0.803 -19.932 -5.279
79 C -1.837 -18.963 -5.881
80 O -1.099 -17.828 -6.209
81 C -1.563 -17.123 -7.277
82 H 1.324 -24.293 -7.064
83 H 1.939 -24.230 -5.555
84 H 1.158 -22.708 -6.252
85 H 0.336 -23.941 -3.458
86 H -1.397 -23.619 -3.932
87 H 0.602 -21.464 -4.369
88 H -0.491 -21.677 -3.018
89 H -1.507 -21.953 -5.548
90 H -0.022 -20.075 -6.025
91 H -0.268 -19.366 -4.516
92 H -2.716 -18.678 -5.303
93 H -2.336 -19.294 -6.792
94 H -2.581 -16.804 -7.054
95 H -1.640 -17.706 -8.194
96 H -0.974 -16.230 -7.488
97 C 0.839 -18.030 -14.132
98 C 0.420 -17.212 -12.875
99 C 0.387 -17.879 -11.509
100 O -0.523 -19.011 -11.547
101 C -0.296 -20.099 -10.704
102 N 0.950 -15.951 -12.962
103 H 0.388 -19.022 -14.123
104 H 1.902 -18.204 -14.303
105 H 0.492 -17.547 -15.046
106 H -0.651 -17.069 -13.024
107 H 0.281 -17.115 -10.739
108 H 1.383 -18.303 -11.374
109 H -1.173 -20.742 -10.770
110 H -0.563 -19.643 -9.751
111 H 0.676 -20.561 -10.879
112 H 1.094 -15.857 -13.957
113 H 1.928 -15.916 -12.712
114 C -2.770 -19.104 -8.406
115 C -3.787 -19.572 -9.456
116 C -3.423 -20.972 -10.008
117 O -2.123 -21.046 -10.575
118 C -1.984 -22.109 -11.446
119 N -5.200 -19.432 -9.068
120 H -2.813 -18.063 -8.087
121 H -1.739 -19.246 -8.730
122 H -2.920 -19.677 -7.491
123 H -3.559 -18.912 -10.293
124 H -4.181 -21.327 -10.705
125 H -3.317 -21.734 -9.236
126 H -2.377 -23.070 -11.115
127 H -0.938 -22.224 -11.729
128 H -2.399 -21.728 -12.380
129 H -5.360 -20.002 -8.249
130 H -5.784 -19.888 -9.754


Here is a 8-piece molecular cluster, C32H85N5O14 overall from the OMol25 dataset. Energies are from ωB97M-V/def2-TZVPD.

Values from the calculation:
* SMILES: COCCNCCOC.COCCNCCOC.COCCNCCOC.COCCNCCOC.COCCNCCOC.OCCO.O.O
* total energy: -70668.717 eV
* total charge: 0

Atoms and positions in Å:
1 C 8.712 8.029 -1.181
2 O 8.649 6.774 -0.628
3 C 7.886 5.840 -1.502
4 C 6.358 6.222 -1.679
5 N 5.606 4.987 -1.912
6 C 4.160 5.182 -1.801
7 C 3.418 3.783 -1.648
8 O 3.730 3.128 -0.492
9 C 3.050 1.873 -0.215
10 H 7.748 8.484 -1.408
11 H 9.324 8.036 -2.083
12 H 9.207 8.694 -0.473
13 H 7.995 4.888 -0.983
14 H 8.296 5.741 -2.507
15 H 6.217 6.912 -2.511
16 H 6.022 6.662 -0.740
17 H 5.613 4.471 -1.044
18 H 3.842 5.678 -2.719
19 H 3.924 5.689 -0.866
20 H 3.617 3.114 -2.486
21 H 2.359 4.039 -1.647
22 H 3.480 1.532 0.726
23 H 3.234 1.070 -0.929
24 H 1.968 1.951 -0.111
25 C -7.206 -2.688 0.180
26 O -5.982 -1.922 0.156
27 C -5.004 -2.535 -0.756
28 C -4.407 -3.867 -0.270
29 N -3.725 -3.668 0.976
30 C -2.996 -4.871 1.302
31 C -2.115 -4.693 2.506
32 O -2.933 -4.526 3.669
33 C -2.203 -4.391 4.873
34 H -7.555 -2.738 -0.852
35 H -7.806 -2.060 0.839
36 H -7.099 -3.706 0.553
37 H -4.224 -1.784 -0.881
38 H -5.437 -2.635 -1.751
39 H -3.718 -4.164 -1.061
40 H -5.119 -4.690 -0.208
41 H -4.315 -3.420 1.757
42 H -2.321 -5.121 0.483
43 H -3.736 -5.662 1.427
44 H -1.627 -3.719 2.478
45 H -1.416 -5.528 2.464
46 H -1.646 -5.276 5.182
47 H -2.843 -3.962 5.644
48 H -1.510 -3.557 4.759
49 C -1.245 2.508 5.853
50 O -0.674 1.320 5.393
51 C -1.226 0.771 4.217
52 C -0.655 -0.608 3.903
53 N 0.555 -0.593 3.142
54 C 1.149 -1.878 3.031
55 C 2.655 -1.680 2.610
56 O 3.330 -0.807 3.442
57 C 4.692 -0.618 3.049
58 H -1.169 3.287 5.094
59 H -0.784 2.920 6.750
60 H -2.323 2.490 6.011
61 H -1.249 1.414 3.337
62 H -2.251 0.576 4.532
63 H -1.442 -1.197 3.431
64 H -0.542 -1.056 4.890
65 H 1.199 0.066 3.555
66 H 0.495 -2.447 2.369
67 H 1.185 -2.452 3.957
68 H 2.702 -1.342 1.574
69 H 3.181 -2.634 2.574
70 H 4.745 -0.508 1.966
71 H 5.341 -1.476 3.227
72 H 5.042 0.242 3.620
73 C 4.698 -5.144 1.668
74 O 3.344 -4.739 1.280
75 C 2.626 -5.604 0.477
76 C 1.199 -5.117 0.258
77 N 1.011 -4.358 -0.982
78 C 1.678 -3.056 -0.864
79 C 1.407 -2.291 -2.171
80 O 0.057 -2.133 -2.448
81 C -0.205 -1.270 -3.494
82 H 5.288 -5.248 0.758
83 H 4.641 -6.131 2.128
84 H 5.181 -4.429 2.334
85 H 2.616 -6.585 0.953
86 H 2.995 -5.786 -0.533
87 H 0.709 -4.547 1.048
88 H 0.538 -5.961 0.063
89 H 0.049 -4.051 -0.992
90 H 2.750 -3.234 -0.774
91 H 1.299 -2.522 0.008
92 H 1.920 -2.803 -2.985
93 H 1.893 -1.321 -2.068
94 H -1.228 -1.338 -3.864
95 H 0.374 -1.637 -4.342
96 H 0.096 -0.268 -3.189
97 C -6.599 -0.648 -4.174
98 O -5.883 0.261 -5.014
99 C -4.511 0.417 -4.715
100 C -4.218 1.020 -3.313
101 N -2.809 1.338 -3.150
102 C -2.347 2.411 -4.078
103 C -1.207 3.168 -3.431
104 O -1.848 3.713 -2.282
105 C -1.209 4.820 -1.673
106 H -6.197 -1.655 -4.285
107 H -7.630 -0.766 -4.505
108 H -6.623 -0.370 -3.120
109 H -3.964 0.948 -5.494
110 H -3.931 -0.500 -4.819
111 H -4.596 0.435 -2.475
112 H -4.713 1.977 -3.145
113 H -2.614 1.533 -2.178
114 H -3.186 3.084 -4.258
115 H -1.960 2.004 -5.012
116 H -0.953 3.987 -4.104
117 H -0.275 2.604 -3.407
118 H -1.211 5.579 -2.455
119 H -0.214 4.573 -1.304
120 H -1.790 5.248 -0.856
121 C -2.024 -0.443 -0.015
122 C -0.593 0.187 -0.134
123 O -0.299 0.922 1.033
124 O -1.812 -1.590 0.732
125 H -2.339 -0.849 -0.977
126 H -2.862 0.192 0.270
127 H -0.569 0.950 -0.912
128 H 0.195 -0.561 -0.226
129 H -0.146 0.239 1.690
130 H -2.541 -2.211 0.674
131 O -3.309 3.107 -0.184
132 H -2.663 3.294 0.497
133 H -2.823 3.188 -1.005
134 O -1.333 3.297 1.798
135 H -0.651 2.725 1.447
136 H -0.859 4.056 2.138


Computed values of energy relative to the best compared isomer or geometry (same formula, charge and spin) (unit: kcal per mole) for the preceding records, in sequence: 0.00; 649.43; 56.71.
Computed values of maximum force (unit: eV/A) for the preceding records, in sequence: 5.1; 12.0; 2.8.